A structure of composition C32H21BrF5N3O2RuS. Source: the OMol25 dataset; level of theory: wB97M-V/def2-TZVPD.

Last column: Löwdin charge in e.
Element x y z (Å)
Ru (0.16, 0.45, -0.14)  1.2596
C (0.44, -0.62, 4.05)  -0.0279
C (0.74, -1.00, 2.63)  -0.2787
C (-0.29, -1.40, 1.77)  -0.0820
C (-0.02, -1.85, 0.47)  -0.1626
C (1.30, -1.84, 0.01)  -0.1154
C (2.33, -1.44, 0.87)  -0.0634
C (2.05, -1.05, 2.17)  -0.0509
H (-0.58, -0.25, 4.17)  0.0893
H (1.14, 0.13, 4.42)  0.0813
H (0.54, -1.50, 4.70)  0.1028
H (-1.31, -1.45, 2.15)  0.1257
H (-0.81, -2.27, -0.13)  0.1297
H (1.54, -2.23, -0.97)  0.1205
H (3.36, -1.48, 0.53)  0.1244
H (2.86, -0.77, 2.83)  0.1297
F (-6.59, 2.34, 0.18)  0.1496
C (-5.28, 2.41, -0.02)  -0.1299
C (-4.47, 1.33, 0.26)  -0.1366
F (-4.99, 0.19, 0.72)  0.1364
C (-3.11, 1.44, 0.06)  -0.2303
F (-2.32, 0.38, 0.35)  0.0078
C (-2.50, 2.59, -0.40)  -0.4918
S (-0.77, 2.77, -0.52)  0.8292
C (-3.34, 3.65, -0.70)  -0.2325
F (-2.82, 4.79, -1.16)  0.1018
C (-4.71, 3.58, -0.51)  -0.1327
F (-5.48, 4.62, -0.78)  0.1475
Br (2.49, -2.11, -6.78)  0.7688
C (1.18, -0.94, -6.09)  -0.6737
C (0.29, -0.31, -6.95)  -0.1017
C (-0.67, 0.54, -6.42)  -0.0489
C (-0.76, 0.75, -5.05)  -0.0059
C (0.15, 0.12, -4.21)  -0.1390
C (1.13, -0.72, -4.72)  -0.0664
C (0.10, 0.32, -2.75)  -0.5940
O (-0.98, 0.41, -2.13)  -0.0660
O (1.19, 0.38, -2.08)  -0.0718
H (0.36, -0.47, -8.01)  0.1093
H (-1.37, 1.03, -7.08)  0.1155
H (-1.52, 1.40, -4.64)  0.1256
H (1.84, -1.21, -4.07)  0.1099
N (5.14, 4.36, 3.42)  0.1707
C (5.57, 5.06, 4.52)  -0.1835
C (6.80, 5.65, 4.84)  -0.0151
C (6.88, 6.26, 6.07)  -0.0753
C (5.79, 6.29, 6.96)  -0.0768
C (4.58, 5.71, 6.64)  -0.0063
C (4.48, 5.08, 5.39)  -0.2168
N (3.41, 4.41, 4.83)  0.1864
C (3.84, 4.00, 3.67)  -0.2861
C (3.01, 3.22, 2.75)  -0.1017
C (1.68, 2.96, 3.11)  0.0283
C (0.89, 2.21, 2.28)  -0.1418
N (1.35, 1.72, 1.12)  -0.1456
C (2.61, 1.97, 0.75)  -0.1041
C (3.46, 2.71, 1.54)  0.0238
H (5.67, 4.18, 2.59)  0.1552
H (7.64, 5.63, 4.16)  0.1122
H (7.81, 6.74, 6.36)  0.1079
H (5.90, 6.79, 7.91)  0.1064
H (3.74, 5.73, 7.31)  0.1159
H (1.30, 3.36, 4.04)  0.1262
H (-0.14, 2.00, 2.52)  0.1186
H (2.92, 1.57, -0.21)  0.1217
H (4.48, 2.88, 1.20)  0.1177

Total charge   +1
Orbital gap (alpha / beta)   5.6885 / 5.9230 eV
ΔE to the lowest compared entry with this formula, charge and spin   2.4070 eV
Expectation value of S²   0.885
Spin multiplicity   2
DFT total energy   -139130.2647 eV

---

A structure of composition C32H21BrN6O8S2W. Source: the OMol25 dataset; level of theory: wB97M-V/def2-TZVPD.

Last column: Löwdin charge in e.
Element x y z (Å)
W (0.30, -0.51, -0.26)  1.7911
O (-2.60, -0.37, 5.27)  0.1013
C (-2.02, -0.41, 4.06)  -0.2654
C (-2.74, -0.49, 2.88)  0.0926
C (-2.05, -0.51, 1.69)  -0.1559
N (-0.72, -0.45, 1.66)  0.0281
C (-0.02, -0.39, 2.79)  -0.1314
C (-0.62, -0.36, 4.02)  0.0822
C (1.47, -0.39, 2.53)  -0.5348
O (2.27, -0.38, 3.43)  0.0930
O (1.73, -0.43, 1.26)  -0.1275
C (-2.66, -0.64, 0.32)  -0.5637
O (-3.85, -0.73, 0.16)  0.1078
O (-1.74, -0.65, -0.61)  -0.1601
H (-3.56, -0.40, 5.19)  0.1227
H (-3.83, -0.54, 2.85)  0.1384
H (-0.02, -0.32, 4.92)  0.1268
Br (0.73, -3.37, 5.88)  0.7648
C (1.71, -4.31, 4.55)  -0.6717
C (2.68, -3.64, 3.81)  -0.0953
C (3.36, -4.32, 2.82)  -0.0067
C (3.07, -5.66, 2.57)  -0.2811
C (2.16, -6.33, 3.37)  -0.0397
C (1.45, -5.65, 4.35)  -0.1225
N (3.72, -6.46, 1.57)  0.0777
N (3.86, -6.09, 0.40)  0.0837
C (3.33, -4.83, -0.04)  -0.2436
C (4.21, -3.94, -0.63)  -0.0142
C (3.82, -2.65, -1.02)  0.0273
C (2.52, -2.24, -0.82)  -0.3522
O (2.04, -1.06, -1.19)  -0.2294
C (1.61, -3.16, -0.25)  -0.1582
N (0.34, -2.68, -0.09)  -0.0210
C (-0.61, -3.50, 0.32)  -0.0798
C (-0.35, -4.85, 0.60)  -0.0148
C (0.92, -5.34, 0.49)  0.0184
C (1.96, -4.48, 0.08)  -0.0993
H (2.88, -2.59, 3.99)  0.0905
H (4.10, -3.79, 2.23)  0.1251
H (2.00, -7.39, 3.21)  0.1173
H (0.72, -6.16, 4.96)  0.1010
H (5.24, -4.25, -0.75)  0.1204
H (4.53, -1.98, -1.47)  0.1241
H (-1.61, -3.09, 0.42)  0.1182
H (-1.17, -5.49, 0.90)  0.1138
H (1.14, -6.37, 0.72)  0.1197
O (-0.10, 3.86, -3.75)  0.0585
C (0.04, 4.40, -2.53)  -0.2634
C (0.05, 5.80, -2.46)  -0.0136
C (0.19, 6.43, -1.24)  -0.0799
C (0.31, 5.69, -0.07)  -0.0902
C (0.30, 4.32, -0.13)  -0.0222
C (0.16, 3.65, -1.36)  -0.0746
C (0.15, 2.18, -1.36)  -0.3864
O (0.30, 1.56, -0.24)  -0.1554
N (0.01, 1.55, -2.50)  0.0392
N (0.07, 0.18, -2.33)  -0.2142
C (-0.03, -0.51, -3.40)  -0.8734
S (-0.33, 0.23, -4.95)  0.9918
C (-0.15, -1.31, -5.89)  -0.5117
C (-0.64, -2.45, -5.02)  -0.5048
S (0.15, -2.25, -3.40)  0.9801
H (-0.09, 2.88, -3.65)  0.0438
H (-0.04, 6.36, -3.38)  0.1172
H (0.20, 7.51, -1.20)  0.1036
H (0.42, 6.19, 0.89)  0.0988
H (0.40, 3.72, 0.76)  0.1136
H (0.89, -1.45, -6.17)  0.0796
H (-0.76, -1.21, -6.79)  0.0807
H (-0.33, -3.42, -5.41)  0.0820
H (-1.72, -2.43, -4.90)  0.0832

Orbital gap (alpha / beta)   6.8136 / 6.9299 eV
ΔE to the lowest compared entry with this formula, charge and spin   0.0000 eV
Expectation value of S²   2.023
Spin multiplicity   3
DFT total energy   -152387.9844 eV